[1]
# C4H12N2

2 unconnected molecules or ions with the total composition C4H12N2 in a non-equilibrium geometry (ωB97M-V/def2-TZVPD, OMol25).

Cartesian coordinates (Å):
C: -1.17 3.15 1.55
C: -0.70 2.41 0.55
N: 0.59 2.00 0.54
H: -0.86 4.16 1.75
H: -2.18 2.96 1.91
H: -1.34 2.03 -0.31
H: 1.33 2.58 0.89
H: 1.06 1.20 0.10
C: 0.98 -2.44 -1.70
N: 0.59 -1.35 -0.81
C: -0.25 -1.88 0.44
H: 1.75 -3.14 -1.23
H: 0.07 -3.11 -2.02
H: 1.54 -2.11 -2.59
H: 0.00 -0.69 -1.40
H: -1.27 -1.94 0.26
H: -0.26 -1.03 1.13
H: 0.10 -2.80 0.92

Its spin multiplicity is 1. The calculation puts the electronic energy at -268.98045 Ha. The calculation puts the energy relative to the best compared isomer or geometry (same formula, charge and spin) at 356.8 kJ/mol.

---

[2]
# C4H8O3

C4H8O3 in the gas phase (ωB97M-V/def2-TZVPD, OMol25).

Cartesian coordinates (Å):
C: 2.52 -0.15 0.49
O: 1.16 0.21 0.73
C: 0.25 -0.57 0.13
O: 0.52 -1.52 -0.56
C: -1.16 -0.04 0.38
C: -1.47 0.96 -0.72
O: -2.11 -1.07 0.39
H: 2.73 -1.13 0.92
H: 3.12 0.61 0.98
H: 2.73 -0.18 -0.58
H: -1.17 0.45 1.36
H: -0.79 1.81 -0.71
H: -2.50 1.30 -0.62
H: -1.36 0.46 -1.70
H: -2.46 -1.15 -0.51

Its spin multiplicity is 1. The calculation puts the electronic energy at -382.93219 Ha. The calculation puts the energy relative to the best compared isomer or geometry (same formula, charge and spin) at 85.7 kJ/mol.

---

[3]
# C5H11NO3

2 unconnected molecules or ions with the total composition C5H11NO3 in a non-equilibrium geometry (ωB97M-V/def2-TZVPD, OMol25).

Cartesian coordinates (Å):
C: -2.22 1.73 -0.08
C: -0.89 1.08 -0.31
C: -0.84 -0.39 0.16
C: -1.60 -1.39 -0.73
C: 0.81 -0.64 0.21
O: 1.25 0.32 0.98
O: 5.67 -1.63 1.05
N: 5.07 -0.56 0.92
O: 5.54 0.54 0.57
H: -2.12 2.79 -0.31
H: -3.04 1.31 -0.66
H: -2.43 1.65 0.99
H: -0.54 1.09 -1.36
H: -0.14 1.59 0.32
H: -1.25 -0.44 1.19
H: -1.29 -1.28 -1.82
H: -1.38 -2.41 -0.32
H: -2.68 -1.13 -0.58
H: 1.12 -1.58 0.66
H: 0.94 -0.63 -0.87

Its spin multiplicity is 1. The calculation puts the electronic energy at -477.34915 Ha. The calculation puts the energy relative to the best compared isomer or geometry (same formula, charge and spin) at 725.5 kJ/mol.

---

[4]
# C5H9NO

C5H9NO in the gas phase in a non-equilibrium geometry (ωB97M-V/def2-TZVPD, OMol25).

Cartesian coordinates (Å):
C: 1.16 -1.81 -1.41
C: 0.54 -0.47 -1.27
N: -0.61 -0.41 -0.74
C: -1.03 0.90 -0.31
C: -1.11 0.80 1.22
C: 0.21 0.91 1.97
O: 1.29 1.14 1.50
H: 0.48 -2.52 -0.95
H: 1.33 -2.06 -2.46
H: 2.11 -1.80 -0.87
H: 1.10 0.43 -1.54
H: -1.98 1.06 -0.82
H: -0.33 1.71 -0.59
H: -1.53 -0.18 1.50
H: -1.78 1.56 1.65
H: 0.11 0.77 3.08

Its spin multiplicity is 1. The calculation puts the electronic energy at -325.87540 Ha. The calculation puts the energy relative to the best compared isomer or geometry (same formula, charge and spin) at 163.2 kJ/mol.

---

[5]
# C8F24HfN4O16S8

A molecular structure, C8F24HfN4O16S8 in a non-equilibrium geometry (ωB97M-V/def2-TZVPD, OMol25).

Cartesian coordinates (Å):
Hf: -7.83 -15.51 13.43
C: -12.31 -16.35 13.53
F: -12.55 -16.53 14.80
F: -13.18 -16.98 12.76
F: -12.31 -15.06 13.23
S: -10.60 -16.98 13.01
O: -10.77 -18.18 12.30
O: -9.94 -15.91 12.26
N: -9.46 -16.87 14.24
S: -9.64 -18.18 15.26
O: -10.98 -18.66 15.18
O: -8.60 -19.12 15.07
C: -9.45 -17.43 16.94
F: -9.31 -18.42 17.79
F: -8.40 -16.62 16.98
F: -10.55 -16.73 17.23
C: -10.93 -13.18 15.34
F: -11.22 -14.45 15.59
F: -11.53 -12.79 14.23
F: -11.24 -12.38 16.34
S: -9.07 -13.08 15.08
O: -8.52 -11.90 15.58
O: -8.45 -14.34 15.51
N: -8.80 -13.42 13.44
S: -8.67 -11.96 12.71
O: -9.46 -10.93 13.30
O: -7.32 -11.68 12.41
C: -9.49 -12.25 11.07
F: -8.86 -11.55 10.15
F: -9.42 -13.55 10.76
F: -10.76 -11.86 11.10
C: -5.28 -14.11 16.56
F: -6.27 -13.28 16.58
F: -4.15 -13.47 16.76
F: -5.48 -15.05 17.47
S: -5.15 -14.85 14.80
O: -6.00 -13.99 13.98
O: -3.81 -15.02 14.42
N: -6.15 -16.25 14.73
S: -5.30 -17.47 15.47
O: -4.23 -17.09 16.31
O: -6.26 -18.36 16.02
C: -4.50 -18.33 14.02
F: -3.32 -17.80 13.76
F: -4.35 -19.60 14.38
F: -5.28 -18.27 12.95
C: -8.49 -16.67 9.40
F: -9.60 -17.06 10.01
F: -8.19 -17.54 8.45
F: -8.61 -15.45 8.94
S: -7.08 -16.83 10.68
O: -7.62 -17.40 11.91
O: -5.94 -17.37 10.09
N: -6.84 -15.27 11.43
S: -6.08 -14.33 10.30
O: -6.07 -14.92 9.01
O: -6.46 -12.97 10.38
C: -4.30 -14.37 10.86
F: -3.98 -15.58 11.36
F: -3.52 -14.05 9.86
F: -4.18 -13.50 11.86

Its spin multiplicity is 1. The calculation puts the electronic energy at -7358.00094 Ha. The calculation puts the energy relative to the best compared isomer or geometry (same formula, charge and spin) at 6.1 kJ/mol.

---

[6]
# C4H16NO6

5 unconnected molecules or ions with the total composition C4H16NO6 in a non-equilibrium geometry (ωB97M-V/def2-TZVPD, OMol25).

Cartesian coordinates (Å):
C: 0.02 2.15 0.82
C: 0.24 1.00 -0.34
C: 1.32 1.35 -1.45
N: 0.60 -0.22 0.34
C: -0.16 -1.46 0.07
O: 0.23 -2.38 0.76
O: -1.07 -1.39 -0.79
H: 0.05 1.59 1.75
H: 0.77 3.03 0.78
H: -0.92 2.67 0.56
H: -0.78 0.93 -0.87
H: 1.35 0.49 -2.13
H: 2.26 1.31 -0.94
H: 0.98 2.26 -1.89
H: 0.60 -0.23 1.44
H: -2.65 -1.92 -0.36
H: -3.24 -1.79 0.94
O: -3.44 -2.10 0.07
H: 0.93 -1.41 2.99
H: -0.41 -1.14 2.54
O: 0.25 -0.59 2.94
H: -1.58 0.46 -1.80
H: -2.34 0.01 -3.07
O: -2.34 0.63 -2.36
H: 3.41 -0.37 -0.19
H: 2.52 -1.61 0.03
O: 3.37 -1.25 0.18

As for the total charge: -1. Its spin multiplicity is 1. The calculation puts the electronic energy at -668.24873 Ha. The calculation puts the energy relative to the best compared isomer or geometry (same formula, charge and spin) at 108.8 kJ/mol.

---

[7]
# C8H12Cl2GdN2O4Sc

A molecular structure, C8H12Cl2GdN2O4Sc in a non-equilibrium geometry (ωB97M-V/def2-TZVPD, OMol25).

Cartesian coordinates (Å):
Gd: 0.30 2.59 -6.34
Sc: 0.74 0.18 -0.72
Cl: -0.71 0.35 -6.51
Cl: 0.46 1.93 -2.26
C: 2.47 0.94 0.46
C: 0.00 2.51 -8.69
C: 1.34 4.34 -7.79
O: 3.04 1.46 1.33
O: -0.02 2.60 -9.85
O: 1.72 5.03 -8.65
C: -1.81 1.12 2.98
N: -1.22 -0.24 2.95
C: -1.45 -1.12 4.12
C: -0.52 -0.62 1.88
O: -0.44 0.22 0.89
N: 0.07 -1.86 1.69
C: 0.66 -2.66 2.78
C: 0.71 -2.04 0.34
H: -2.25 1.21 3.99
H: -2.60 1.28 2.23
H: -1.06 1.92 2.85
H: -1.70 -2.14 3.80
H: -0.56 -1.13 4.77
H: -2.28 -0.69 4.67
H: -0.04 -3.43 3.13
H: 1.51 -3.26 2.41
H: 1.01 -2.06 3.64
H: -0.02 -1.74 -0.48
H: 1.75 -1.60 0.30
H: 0.90 -3.09 0.09

As for the total charge: +4. Its spin multiplicity is 8. The calculation puts the electronic energy at -3167.72696 Ha.

---

[8]
# C12H10ClF6NO2

C12H10ClF6NO2 in the gas phase (ωB97M-V/def2-TZVPD, OMol25).

Cartesian coordinates (Å):
O: -0.51 -1.85 1.92
C: -0.69 -1.41 0.80
N: 0.12 -1.72 -0.24
C: 1.33 -2.47 -0.03
C: 2.49 -1.83 -0.81
O: 2.41 -0.42 -0.86
C: 2.64 0.24 0.35
C: 2.50 1.74 0.06
F: 2.83 2.45 1.17
F: 3.38 2.13 -0.90
C: 1.08 2.19 -0.36
F: 0.24 2.02 0.68
F: 0.59 1.45 -1.37
C: -1.82 -0.49 0.45
C: -2.45 -0.59 -0.79
C: -3.50 0.25 -1.11
F: -4.09 0.13 -2.31
C: -3.94 1.20 -0.20
F: -4.95 2.02 -0.52
C: -3.33 1.31 1.03
C: -2.28 0.46 1.37
Cl: -1.57 0.63 2.91
H: 0.05 -1.20 -1.11
H: 1.52 -2.48 1.05
H: 1.21 -3.51 -0.36
H: 3.45 -2.15 -0.38
H: 2.45 -2.13 -1.86
H: 3.65 0.06 0.72
H: 1.91 -0.02 1.13
H: 1.08 3.25 -0.65
H: -2.14 -1.33 -1.50
H: -3.68 2.05 1.73

Its spin multiplicity is 1. The calculation puts the electronic energy at -1727.90944 Ha. The calculation puts the energy relative to the best compared isomer or geometry (same formula, charge and spin) at 4.1 kJ/mol.

---

[9]
# C13H22BBrO6

2 unconnected molecules or ions with the total composition C13H22BBrO6 in a non-equilibrium geometry (ωB97M-V/def2-TZVPD, OMol25).

Cartesian coordinates (Å):
C: -1.36 -1.93 1.21
C: 0.24 -2.10 0.89
B: 0.91 -0.88 0.02
O: 1.72 -1.28 -1.19
C: 0.83 0.73 0.35
C: -0.53 1.36 1.04
O: -0.10 2.77 1.24
C: 1.38 3.01 1.11
O: 2.04 4.19 1.03
C: 2.11 1.51 1.01
C: 2.72 1.05 2.46
Br: 1.48 0.02 3.63
C: 4.20 0.30 2.21
C: 4.73 -0.42 3.60
H: -1.82 -1.19 0.40
H: -1.95 -2.94 1.30
H: -1.45 -1.40 2.27
H: 0.84 -2.35 1.90
H: 0.34 -3.09 0.23
H: 1.88 -0.41 -1.69
H: 0.80 1.22 -0.74
H: -1.45 1.32 0.31
H: -0.83 0.99 2.11
H: 2.86 1.58 0.09
H: 2.99 2.05 3.04
H: 4.21 -0.40 1.27
H: 4.96 1.19 1.99
H: 5.89 -0.54 3.52
H: 4.22 -1.48 3.64
H: 4.42 0.24 4.52
C: -3.49 1.39 -3.65
C: -3.07 -0.02 -3.29
C: -3.83 -1.07 -4.06
O: -3.80 -2.18 -3.18
C: -3.72 -1.66 -1.92
O: -3.92 -2.29 -0.89
O: -3.41 -0.33 -1.95
H: -2.90 2.11 -3.07
H: -3.35 1.59 -4.71
H: -4.54 1.57 -3.39
H: -1.99 -0.15 -3.42
H: -3.36 -1.31 -5.01
H: -4.88 -0.80 -4.24

Its spin multiplicity is 1. The calculation puts the electronic energy at -3558.74131 Ha.